ORCA calculation (ωB97M-V/def2-TZVPD) on a structure of composition C36H36N2O5P2V in a non-equilibrium geometry.

XYZ file:
```
82
C36H36N2O5P2V ωB97M-V/def2-TZVPD
V 0.5567 0.0457 0.3297
N 2.6656 0.2160 0.1788
C 3.2307 -0.3872 1.3912
C 2.3098 0.0732 2.5408
O 2.7538 0.5284 3.5869
N 1.0343 -0.0568 2.1756
C 0.0891 0.9003 2.6893
C -0.1642 1.7099 1.4055
O -1.3297 1.9614 0.9623
O 0.8660 2.0759 0.8098
H 3.2015 -0.0546 -0.6466
H 2.7326 1.2345 0.2622
H 4.2516 -0.0427 1.5970
H 3.2087 -1.4769 1.3032
H 0.5451 1.5355 3.4599
H -0.8276 0.4345 3.0624
C 1.2595 -0.9321 -3.1157
C 0.4805 -1.6023 -2.0208
C 1.1276 -2.1332 -0.8993
C 0.4219 -2.9013 0.0270
C -0.9266 -3.1521 -0.1680
C -1.5848 -2.5844 -1.2487
C -0.8904 -1.8075 -2.1581
H 2.2879 -1.2915 -3.1352
H 1.2658 0.1500 -2.9763
H 0.7970 -1.1389 -4.0801
H 2.2118 -2.1185 -0.8553
H 0.9529 -3.3863 0.8371
H -1.4545 -3.8016 0.5145
H -2.6427 -2.7583 -1.3900
H -1.4053 -1.3850 -3.0104
O -1.5524 -0.6400 0.9448
P -2.7293 0.2567 0.8549
C -2.9717 1.0296 -0.7955
P -1.5032 1.9099 -1.4465
O -0.2329 1.1499 -1.4555
C -1.8845 2.1077 -3.2441
C -2.8980 1.5158 -3.9794
C -2.9773 1.7249 -5.3482
C -2.0495 2.5268 -5.9890
C -1.0278 3.1166 -5.2624
C -0.9475 2.8999 -3.9014
C -1.6160 3.6732 -1.0150
C -2.8467 4.2831 -1.2131
C -3.0049 5.6299 -0.9490
C -1.9221 6.3772 -0.5132
C -0.6916 5.7697 -0.3290
C -0.5352 4.4171 -0.5754
C -3.3588 1.1876 2.3012
C -3.5284 0.4433 3.4607
C -4.0950 1.0310 4.5772
C -4.4961 2.3567 4.5303
C -4.3194 3.1000 3.3743
C -3.7522 2.5153 2.2561
C -4.2254 -0.8304 0.7859
C -5.4809 -0.3037 0.5046
C -6.6042 -1.1089 0.5330
C -6.4874 -2.4499 0.8648
C -5.2463 -2.9765 1.1790
C -4.1265 -2.1639 1.1471
H -3.8257 1.7026 -0.7743
H -3.1813 0.1830 -1.4602
H -3.6399 0.8948 -3.4955
H -3.7697 1.2601 -5.9177
H -2.1251 2.6855 -7.0537
H -0.2977 3.7436 -5.7515
H -0.1518 3.3544 -3.3246
H -3.6773 3.7023 -1.5918
H -3.9690 6.0964 -1.0933
H -2.0412 7.4348 -0.3281
H 0.1474 6.3578 0.0102
H 0.4109 3.9233 -0.4096
H -3.2183 -0.5962 3.4692
H -4.2329 0.4529 5.4782
H -4.9599 2.8094 5.3931
H -4.6250 4.1366 3.3379
H -3.5889 3.0877 1.3557
H -5.5886 0.7468 0.2715
H -7.5769 -0.6942 0.3054
H -7.3667 -3.0769 0.8925
H -5.1525 -4.0180 1.4544
H -3.1524 -2.5496 1.4022
```

The calculation puts the relative energy (zero: lowest compared OMol25 entry of this formula, charge and spin) at 8.89 kcal/mol. The multiplicity is 2. The HOMO energy (alpha / beta) is -6.75 / -6.04 eV. The value obtained for the gap between HOMO and LUMO (alpha / beta) is 7.158 / 6.451 eV. Its expectation value of S² is 0.777. The value obtained for the molar mass is 689.59 g/mol.



ORCA calculation (ωB97M-V/def2-TZVPD) on a structure of composition C16H32O9S5Tl in a non-equilibrium geometry.

XYZ file:
```
63
C16H32O9S5Tl ωB97M-V/def2-TZVPD
Tl -1.6217 -3.2770 -25.0977
C -0.3986 -0.2011 -28.8936
C -0.6849 -0.7971 -27.6476
C -0.0436 -0.1725 -26.3184
O -0.3649 -0.6280 -25.2026
C 0.8708 0.9377 -26.5787
C 1.1183 1.4593 -27.7838
C 0.4587 0.8782 -29.0478
O 0.7272 1.2760 -30.2237
O 1.9797 2.4645 -27.7434
O -1.4240 -1.7532 -27.5482
H -0.7839 -0.6752 -29.7842
H 1.4204 1.2528 -25.7040
C 1.5840 -7.3838 -25.4364
S 0.2843 -7.0686 -24.1144
O -0.2118 -5.6290 -24.2230
C -1.0855 -8.1001 -24.6361
H 2.0988 -6.4231 -25.4268
H 1.2068 -7.5155 -26.4505
H 2.1569 -8.2547 -25.1176
H -1.6053 -7.7453 -25.5261
H -1.7920 -8.3255 -23.8373
H -0.6471 -9.0852 -24.7957
C 0.7821 -3.8560 -29.6469
S 0.8999 -5.1246 -28.3354
O -0.0156 -4.6476 -27.2247
C 0.0195 -6.5116 -29.1512
H 1.2943 -4.2846 -30.5084
H 1.4158 -2.9958 -29.4310
H -0.2730 -3.6605 -29.8381
H -0.1847 -6.3326 -30.2068
H -0.9098 -6.5587 -28.5834
H 0.5637 -7.4358 -28.9571
C 3.6805 -4.1243 -24.2596
S 2.7418 -3.1140 -25.4880
O 1.2425 -3.4298 -25.2431
C 3.0695 -1.4712 -24.8046
H 4.0241 -5.0690 -24.6810
H 3.0124 -4.2605 -23.4092
H 4.5112 -3.5804 -23.8100
H 3.0362 -1.3921 -23.7180
H 2.4018 -0.7167 -25.2205
H 4.1177 -1.2588 -25.0146
C -1.1399 -2.5508 -20.4277
S 0.3598 -2.9253 -21.4636
O 0.1506 -2.5754 -22.9302
C 1.5624 -1.7559 -20.7333
H -1.4908 -1.5512 -20.6844
H -0.9036 -2.4592 -19.3676
H -1.9591 -3.2490 -20.5998
H 1.4069 -1.6722 -19.6577
H 1.4138 -0.7622 -21.1559
H 2.6079 -1.9712 -20.9542
C -5.3704 -0.8482 -22.5491
S -3.5591 -0.4021 -22.7181
O -2.8547 -1.7453 -22.9718
C -3.6904 0.5506 -24.2976
H -5.5304 -1.1030 -21.5015
H -5.6685 -1.7121 -23.1431
H -5.9977 0.0097 -22.7916
H -4.0766 -0.1904 -24.9974
H -2.7335 0.9714 -24.6064
H -4.4418 1.3323 -24.1868
```

The calculation puts the relative energy (zero: lowest compared OMol25 entry of this formula, charge and spin) at 59.14 kcal/mol. Its total charge is +1. The HOMO energy is -10.62 eV. The value obtained for the gap between HOMO and LUMO is 3.287 eV. The value obtained for the molar mass is 733.14 g/mol.



ORCA calculation (ωB97M-V/def2-TZVPD) on a structure of composition C15H13CrN7O12P2.

XYZ file:
```
50
C15H13CrN7O12P2 ωB97M-V/def2-TZVPD
Cr -0.1181 -0.0227 -0.1021
O -6.3678 0.4781 -1.0423
C -5.0627 0.6433 -0.6506
C -4.0754 1.0236 -1.5405
C -2.7812 1.1319 -1.0648
N -2.4430 0.8998 0.2043
C -3.4171 0.6139 1.0784
C -4.7375 0.4510 0.6796
C -3.1291 0.5319 2.5962
O -3.9808 -0.0716 3.2651
O -2.1202 1.1586 2.9976
C -1.6718 1.6271 -2.0000
O -2.0103 2.0798 -3.0955
O -0.4882 1.5359 -1.5505
H -6.3964 0.5800 -2.0000
H -4.2641 1.2388 -2.5855
H -5.4777 0.1761 1.4160
N 0.5229 1.0854 3.0261
C 1.6407 0.9991 2.3475
N 2.7968 1.1479 3.0450
C 3.8935 1.1310 2.3247
N 5.0863 1.3221 2.9811
N 3.9753 0.9678 0.9947
C 2.8024 0.7788 0.4067
N 1.6109 0.7947 1.0000
C 2.8374 0.5185 -1.0682
C 3.9645 0.7754 -1.8398
C 3.8894 0.5102 -3.1962
C 2.7075 0.0097 -3.7298
C 1.6360 -0.2113 -2.8787
N 1.7180 0.0348 -1.5810
H 0.6311 1.2231 4.0166
H -0.4607 0.9886 2.7042
H 5.0514 1.1391 3.9698
H 5.8939 0.9852 2.4852
H 4.8558 1.1692 -1.3730
H 4.7416 0.7000 -3.8380
H 2.6167 -0.1970 -4.7878
H 0.6765 -0.5860 -3.2201
O 1.8772 -2.4161 0.4506
P 0.4373 -2.7601 1.1392
O 0.6605 -3.7152 2.2397
O -0.2220 -1.4094 1.3437
O -0.3672 -3.4825 -0.0625
P -1.4428 -2.7621 -1.0675
O -2.7439 -2.6149 -0.1352
O -1.7345 -3.6568 -2.1969
O -0.8934 -1.3729 -1.3432
H 2.4666 -3.1524 0.6294
H -2.5839 -2.0194 0.6083
```

The calculation puts the relative energy (zero: lowest compared OMol25 entry of this formula, charge and spin) at 24.07 kcal/mol. Its total charge is -2. The multiplicity is 5. The HOMO energy (alpha / beta) is -1.58 / -3.28 eV. The value obtained for the gap between HOMO and LUMO (alpha / beta) is 5.910 / 7.608 eV. Its expectation value of S² is 6.008. The value obtained for the molar mass is 597.25 g/mol.



ORCA calculation (ωB97M-V/def2-TZVPD) on the molecule C2H6N4O in a non-equilibrium geometry.

XYZ file:
```
13
C2H6N4O ωB97M-V/def2-TZVPD
H 0.5317 2.0118 -0.7113
N -0.1296 1.3236 -0.3709
C 0.3168 0.5700 0.5842
N 1.6058 0.3987 0.9896
N -0.5439 -0.4488 1.0076
O -1.8716 -0.0416 0.9033
N -0.2105 -1.6121 -0.1441
C -0.5760 -1.3432 -1.2961
H 1.7882 -0.3528 1.6344
H 2.3193 1.0298 0.6698
H -1.8853 0.7370 0.3085
H -0.8928 -0.2297 -1.4611
H -0.4519 -2.0427 -2.1138
```

The calculation puts the relative energy (zero: lowest compared OMol25 entry of this formula, charge and spin) at 108.24 kcal/mol. The HOMO energy is -9.59 eV. The value obtained for the gap between HOMO and LUMO is 10.425 eV. The value obtained for the molar mass is 102.10 g/mol. The SMILES is [H]/N=C(\N)N(O)N=C.



ORCA calculation (ωB97M-V/def2-TZVPD) on a cluster of 2 separate species, C37H34N in total in a non-equilibrium geometry.

XYZ file:
```
72
C37H34N ωB97M-V/def2-TZVPD
C -0.5127 -0.0713 2.1828
C -1.9448 -0.1380 2.4397
C -2.8172 0.8964 2.0248
C -4.1251 0.9590 2.5070
C -4.6138 -0.0303 3.3690
C -3.7864 -1.0991 3.7277
C -2.4739 -1.1575 3.2696
C 0.3923 -1.2019 2.3092
C 1.7052 -0.7005 2.6045
C 2.7000 -1.5504 3.0663
C 2.4035 -2.9098 3.2309
C 1.1478 -3.4196 2.8469
C 0.1457 -2.5744 2.3467
C 1.6314 0.7482 2.6608
C 0.2656 1.1312 2.4136
C -0.1639 2.4157 2.7412
C 0.7650 3.3169 3.2788
C 2.0983 2.9398 3.5172
C 2.5369 1.6458 3.2037
H -2.4500 1.6632 1.3363
H -4.7571 1.8016 2.2249
H -5.6346 0.0225 3.7496
H -4.1546 -1.8896 4.3814
H -1.8274 -1.9691 3.5988
H 3.6714 -1.1240 3.3158
H 3.1575 -3.5812 3.6462
H 0.9353 -4.4858 2.9543
H -0.8222 -2.9503 2.0074
H -1.2086 2.6828 2.6017
H 0.4282 4.3244 3.5268
H 2.7951 3.6589 3.9494
H 3.5558 1.3141 3.3948
C 3.5618 5.6692 -3.6595
C 4.4832 4.6890 -3.3170
C 4.1368 3.3169 -3.3021
C 5.0812 2.3081 -2.9850
C 4.7342 0.9655 -3.0360
C 3.4268 0.5866 -3.4064
C 2.4533 1.5404 -3.6642
C 1.0426 1.0999 -4.0177
C 0.0451 1.1106 -2.8540
C -1.3794 0.8000 -3.3532
C -1.9102 -0.4910 -2.6754
C -0.8736 -1.6306 -2.9351
C 0.4626 -1.2764 -2.3023
N 0.4469 0.1653 -1.7644
C -0.5615 0.2038 -0.6984
C -1.9546 -0.2107 -1.1530
C 2.7880 2.9355 -3.6500
C 1.8751 3.9593 -4.0062
C 2.2484 5.3004 -4.0165
H 3.8496 6.7212 -3.6602
H 5.5092 4.9486 -3.0535
H 6.0944 2.6169 -2.7163
H 5.4671 0.1937 -2.8007
H 3.1625 -0.4696 -3.4956
H 0.6401 1.7645 -4.7969
H 1.0609 0.0852 -4.4519
H 0.0693 2.1092 -2.3786
H -2.0249 1.6548 -3.1145
H -1.3767 0.6760 -4.4430
H -2.8952 -0.7643 -3.0668
H -1.2377 -2.5654 -2.4965
H -0.7538 -1.7896 -4.0130
H 0.6634 -1.9279 -1.4370
H 1.3014 -1.3828 -3.0003
H -0.1807 -0.5026 0.0467
H -0.5562 1.2011 -0.2369
H -2.6688 0.5888 -0.9226
H -2.2739 -1.0988 -0.5951
H 0.8590 3.6857 -4.2988
H 1.5193 6.0589 -4.3040
```

The calculation puts the relative energy (zero: lowest compared OMol25 entry of this formula, charge and spin) at 0.00 kcal/mol. Its total charge is +1. The HOMO energy is -9.62 eV. The value obtained for the gap between HOMO and LUMO is 3.765 eV. The value obtained for the molar mass is 492.69 g/mol.



ORCA calculation (ωB97M-V/def2-TZVPD) on the ion C4H8NO2 with charge -1 in a non-equilibrium geometry.

XYZ file:
```
15
C4H8NO2 ωB97M-V/def2-TZVPD
C 0.9564 0.5363 -1.0638
C 0.1108 0.3676 0.1759
C -0.6006 -0.9969 0.3028
N -0.7869 1.6198 0.3359
O -0.0600 2.0368 1.5115
C 0.9305 0.8757 1.4132
O 2.1380 1.2000 1.2553
H 2.1315 0.3137 -0.7178
H 0.9004 1.5755 -1.4496
H 0.6435 -0.1970 -1.9303
H 0.2209 -1.8339 0.2537
H -1.2273 -1.2543 -0.7140
H -1.0379 -1.2669 1.2879
H -1.7829 1.5272 0.7163
H 0.6799 0.2353 2.3643
```

The calculation puts the relative energy (zero: lowest compared OMol25 entry of this formula, charge and spin) at 112.50 kcal/mol. Its total charge is -1. The HOMO energy is -2.95 eV. The value obtained for the gap between HOMO and LUMO is 7.000 eV. The value obtained for the molar mass is 102.11 g/mol. The SMILES is CC1(C)NO[C@@H]1[O-].



Which of these has the lowest relative energy (zero: lowest compared OMol25 entry of this formula, charge and spin)?
C37H34N